## a
21
Properties=species:S:1:pos:R:3 method="wB97M-V/def2-TZVPD" smiles="CC=C(N)N.CNO" orbital_gap_ha=0.2993 e_lumo_ha=0.032 homo_ev=-7.2687
C 2.2549 -0.9642 -0.0575
C 1.0608 -0.1776 -0.5423
C 0.9403 1.1766 -0.2763
N -0.1812 1.8547 -0.6756
N 1.7977 1.8407 0.5745
H 3.2028 -0.5907 -0.4586
H 2.3226 -0.9524 1.0322
H 2.1709 -1.9990 -0.3802
H 0.7087 -0.4776 -1.5235
H -0.4427 2.6599 -0.1247
H -0.9843 1.2062 -0.8641
H 2.7248 1.4552 0.6530
H 1.6903 2.8397 0.6575
C -2.4010 -1.0157 1.0508
N -1.7410 -0.5131 -0.1349
O -2.0258 -1.3922 -1.2501
H -2.1283 -0.3629 1.8817
H -2.1317 -2.0517 1.2946
H -3.4905 -0.9707 0.9373
H -0.5478 -0.5595 -0.1147
H -2.7997 -1.0057 -1.6793

## b
21
Properties=species:S:1:pos:R:3 method="wB97M-V/def2-TZVPD" smiles="[H]/N=C/[C@H](C)N.CNO" orbital_gap_ha=0.3545 e_lumo_ha=0.035 homo_ev=-8.6834
H -1.4673 -1.0736 -2.2665
N -0.8946 -0.3588 -1.8271
C 0.3619 -0.5183 -1.9213
C 1.2920 0.3906 -1.1874
C 1.7845 -0.4502 0.0926
N 0.7248 1.6463 -0.7658
H 0.8387 -1.3817 -2.3982
H 2.1664 0.6003 -1.8185
H 2.5210 -1.1773 -0.2380
H 0.9696 -0.9933 0.5598
H 2.2143 0.2368 0.8080
H -0.0805 1.4887 -0.1697
H 0.4914 2.2307 -1.5572
C -1.1168 0.5972 2.0534
N -1.7502 -0.1485 0.9914
O -1.4551 -1.5522 1.1387
H -1.5848 0.3079 2.9934
H -0.0358 0.4418 2.1469
H -1.3083 1.6553 1.8766
H -1.4385 0.0389 -0.0257
H -2.2326 -1.9804 1.5145

Which one sits at the top of the stability order? b does.

## a
21
Properties=species:S:1:pos:R:3 method="wB97M-V/def2-TZVPD" smiles=CN(C)[C@](N)(O)CN orbital_gap_ha=0.3366 e_lumo_ha=0.033 homo_ev=-8.2750
C 2.0068 -0.2533 -0.3970
N 0.8697 0.0389 0.4454
C 0.7820 1.4383 0.7940
C -0.4175 -0.7291 0.1965
N -1.3376 -0.3854 1.2426
O -0.0866 -2.0956 0.1913
C -1.0305 -0.4138 -1.1813
N -1.8082 0.7991 -1.2940
H 2.9191 -0.0954 0.1843
H 2.0544 0.4020 -1.2795
H 1.9648 -1.2890 -0.7286
H -0.1614 1.6355 1.2975
H 0.8726 2.0979 -0.0819
H 1.5988 1.6764 1.4814
H -0.9423 -0.5826 2.1551
H -2.2386 -0.8216 1.0893
H 0.4936 -2.2696 0.9438
H -0.1453 -0.3349 -1.8463
H -1.6583 -1.2647 -1.4578
H -1.2202 1.6176 -1.1875
H -2.5154 0.8293 -0.5673

## b
21
Properties=species:S:1:pos:R:3 method="wB97M-V/def2-TZVPD" orbital_gap_ha=0.3253 e_lumo_ha=0.037 homo_ev=-7.8466
C 1.3721 -0.0365 0.6049
C -0.2891 -0.8668 1.3685
C 0.7111 0.6231 -0.5576
C 1.8715 0.8436 1.7184
N -1.7553 0.0080 -1.2649
N -0.3772 -0.2990 -1.0058
N -2.0723 0.0861 -2.6473
O -1.2463 -1.8095 1.0480
H -1.9190 -1.4061 0.4589
H -1.9254 0.9308 -0.8711
H -0.0901 -1.2444 -1.2418
H 2.0467 -0.8442 0.3238
H -1.3546 0.5845 -3.1730
H -2.1434 -0.8559 -3.0152
H -0.7323 0.0689 1.7146
H 0.3004 -1.3268 2.1560
H 1.3932 0.7615 -1.4041
H 0.2258 1.5694 -0.2942
H 1.2772 1.7542 1.8202
H 1.7920 0.3356 2.6925
H 2.9151 1.1236 1.5694

## c
21
Properties=species:S:1:pos:R:3 method="wB97M-V/def2-TZVPD" orbital_gap_ha=0.3598 e_lumo_ha=0.026 homo_ev=-9.0847
C -2.4506 0.0260 -0.0220
C -2.1290 -1.4077 -0.4337
N -2.1212 0.2109 1.3794
O -1.8319 0.9680 -0.8905
H -0.8736 0.7843 -0.9057
H -3.5225 0.2127 -0.1318
H -2.3040 1.1704 1.6524
H -1.1321 0.0318 1.5293
H -2.3955 -1.5623 -1.4781
H -2.6791 -2.1131 0.1872
H -1.0605 -1.6028 -0.3147
C 2.2034 1.6282 -0.1882
N 2.8486 -1.1179 0.3274
C 1.2778 0.4720 -0.4195
N 1.6346 -0.7769 -0.2291
H 3.3119 -0.4036 0.8785
H 2.7832 -2.0063 0.8028
H 1.1076 -0.2873 -1.3947
H 3.1692 1.4935 -0.6899
H 2.4073 1.7271 0.8852
H 1.7563 2.5530 -0.5443

## d
21
Properties=species:S:1:pos:R:3 method="wB97M-V/def2-TZVPD" orbital_gap_ha=0.3489 e_lumo_ha=0.027 homo_ev=-8.7519
H 0.5338 -3.4325 -0.8605
N 0.7393 -2.4080 -1.2072
C 0.0813 -1.3769 -0.7523
N -0.9861 -1.4234 0.2698
N 0.2330 -0.1273 -1.2670
C 0.3276 0.9676 -0.2028
C 0.8304 0.4292 1.1292
C 1.7021 1.3723 2.0318
H -1.8782 -1.0025 0.1451
H -0.9841 -2.2904 0.6497
H 0.8933 0.0254 -2.0608
H 1.0551 1.7668 -0.5648
H -0.6288 1.5181 -0.1402
H 1.3112 -0.5306 0.9653
H 0.0110 0.0893 1.7657
H 1.1235 1.4963 2.9270
H 2.5988 0.8930 2.2059
H 1.7837 2.3687 1.6005
O -2.7009 0.8572 -2.1919
H -2.4425 0.0059 -1.9600
H -3.6033 0.8018 -2.4826

Which one sits at the top of the stability order? a does.

## a
21
Properties=species:S:1:pos:R:3 method="wB97M-V/def2-TZVPD" smiles="N=C(N)N.CC(C)O" orbital_gap_ha=0.3566 e_lumo_ha=0.024 homo_ev=-9.0641
N 0.7635 1.8381 3.2896
C 0.1621 1.2319 2.3461
N -0.1703 -0.1247 2.3102
N -0.1442 1.8969 1.1830
H 0.9539 1.2169 4.0686
H -0.1756 -0.5746 3.2108
H -0.9785 -0.3678 1.7574
H -0.8053 1.5035 0.5392
H -0.0708 2.8976 1.2089
C 0.9451 -1.3586 -1.1919
C -0.0516 -0.7446 -2.1620
C -1.4754 -1.1537 -1.8312
O 0.1757 -1.1771 -3.5043
H 1.9829 -1.1814 -1.4731
H 0.7775 -2.4352 -1.1352
H 0.7782 -0.9320 -0.2043
H 0.0303 0.3511 -2.1181
H -1.7442 -0.8726 -0.8106
H -1.5676 -2.2333 -1.9536
H -2.1689 -0.6708 -2.5202
H 1.1119 -1.0605 -3.6992

## b
21
Properties=species:S:1:pos:R:3 method="wB97M-V/def2-TZVPD" smiles="N/C=C/N.CNCO" orbital_gap_ha=0.3582 e_lumo_ha=0.037 homo_ev=-8.7463
N 1.6743 2.1733 2.3353
C 0.8098 1.7151 1.2936
C -0.4141 2.1890 1.1439
N -1.2958 1.7589 0.1189
H 2.3600 2.8290 1.9838
H 2.1743 1.4154 2.7762
H 1.1918 0.9574 0.6064
H -0.7604 2.9255 1.8656
H -1.9386 2.4771 -0.1752
H -1.8244 0.9365 0.3735
C 0.6298 -2.7411 -0.4268
N 0.3790 -1.6326 -1.3302
C -1.0151 -1.2746 -1.4104
O -1.1768 -0.1641 -2.2468
H 0.4231 -2.4405 0.5975
H 1.6793 -3.0264 -0.4956
H 0.0311 -3.6418 -0.6339
H 0.7041 -1.8606 -2.2677
H -1.6480 -2.0630 -1.8334
H -1.3667 -1.0666 -0.3976
H -0.6165 0.5343 -1.8769

Which one sits at the top of the stability order? a does.

## a
15
Properties=species:S:1:pos:R:3 method="wB97M-V/def2-TZVPD" multiplicity=2 charge=+1 orbital_gap_ha="0.3911 / 0.2501" e_lumo_ha="-0.165 / -0.306" homo_ev="-15.1237 / -15.1398"
C -0.1193 1.7100 -1.4136
C 0.0119 0.5753 -0.4898
C 0.1649 0.8003 0.9137
C 0.1411 -0.2633 1.7922
C 0.1320 -1.5717 1.2785
C -0.0671 -1.8931 -0.0927
C -0.1271 -0.7977 -0.8991
H -1.1102 2.1742 -1.3233
H 0.5624 2.5067 -1.1229
H -0.0001 1.4024 -2.4465
H 0.2454 1.7838 1.3558
H 0.2684 -0.1567 2.8593
H 0.2123 -2.3763 2.0016
H 0.0419 -2.8976 -0.4682
H -0.3566 -0.9964 -1.9450

## b
15
Properties=species:S:1:pos:R:3 method="wB97M-V/def2-TZVPD" multiplicity=2 charge=+1 orbital_gap_ha="0.3711 / 0.2507" e_lumo_ha="-0.171 / -0.293" homo_ev="-14.7546 / -14.7997"
C 0.4507 -1.2064 1.7862
C 0.7120 -0.6975 -0.6326
C 0.0791 -0.3547 0.6185
C -1.0350 0.4584 0.5657
C -1.0878 1.3986 -0.4586
C -0.2041 1.2411 -1.5570
C 0.7848 0.2557 -1.6313
H -0.3875 -1.9196 1.7987
H 0.6096 -0.6035 2.6830
H 1.3809 -1.7705 1.7365
H 1.1102 -1.6829 -0.8513
H -1.7374 0.4567 1.3909
H -1.6362 2.3302 -0.4965
H -0.4004 1.8817 -2.4088
H 1.3610 0.2128 -2.5434

Which one sits at the top of the stability order? a does.

## a
18
Properties=species:S:1:pos:R:3 method="wB97M-V/def2-TZVPD" orbital_gap_ha=0.3693 e_lumo_ha=0.031 homo_ev=-9.2166
H 1.1497 0.0035 -2.7082
N 0.1939 0.3850 -2.8958
C -0.8204 0.0394 -2.1873
C -0.8730 -1.0335 -1.0920
C 0.3768 -1.2091 -0.2335
N 0.3833 -0.1274 0.6860
C -0.5176 0.2739 1.5934
C 0.0586 1.3459 2.2853
C 1.2735 1.5466 1.7200
N 1.4126 0.6994 0.7314
H -1.6645 0.6155 -2.3798
H -0.9004 -1.9821 -1.5293
H -1.7948 -0.9059 -0.5738
H 0.2476 -2.1276 0.4007
H 1.2554 -1.2619 -0.8075
H -1.3506 -0.2550 1.8158
H -0.4158 1.7898 3.2827
H 1.9856 2.2035 1.8920

## b
18
Properties=species:S:1:pos:R:3 method="wB97M-V/def2-TZVPD" orbital_gap_ha=0.3749 e_lumo_ha=0.001 homo_ev=-10.1715
C 0.8043 -1.7134 -0.6119
C -0.1159 -0.4183 -0.0893
C -0.2505 -0.3018 1.5171
C -1.1771 0.4187 -0.7840
C -1.1556 0.0460 -2.2589
C 0.3103 1.9347 0.3105
H 1.3938 -2.0615 0.6954
H 1.9983 -1.1162 -1.3389
H 0.0128 -2.6657 -1.5756
H -0.8313 0.5003 2.0107
H -1.0594 -1.0898 1.8450
H 0.6546 -0.7308 2.1049
H -1.8128 0.9740 -0.2023
H -0.2189 2.8726 0.0084
H 1.4068 0.8296 1.1314
N -1.2573 -0.4212 -3.3851
N 0.1522 0.9251 -0.6063
N 1.1454 2.0176 1.2291

Which one sits at the top of the stability order? a does.

## a
8
Properties=species:S:1:pos:R:3 method="wB97M-V/def2-TZVPD" charge=-1 orbital_gap_ha=0.2569 e_lumo_ha=0.109 homo_ev=-4.0278
N 1.6904 -0.5640 -0.9391
N -0.8472 0.2581 0.4284
N -1.8747 0.9472 0.8077
O -2.1783 0.3761 2.3716
O 0.8720 -0.0878 -1.7203
S 3.1851 -0.8576 -1.5338
H -0.3004 0.3614 -0.4894
H -0.5469 -0.4333 1.0748

## b
8
Properties=species:S:1:pos:R:3 method="wB97M-V/def2-TZVPD" charge=-1 orbital_gap_ha="0.2045 / 0.2482" e_lumo_ha="0.075 / 0.095" homo_ev="-3.5321 / -4.1617"
N -0.5142 -1.5589 -0.6328
N -0.3761 -0.3530 -0.1645
N 0.4919 0.4380 -0.7285
O -1.1278 0.1213 0.8069
O 0.3361 1.7487 -0.2660
S 2.8136 -0.4531 0.5159
H -1.3595 -1.8278 -0.1381
H -0.2640 1.8849 0.6071

Which one sits at the top of the stability order? a does.

## a
12
Properties=species:S:1:pos:R:3 method="wB97M-V/def2-TZVPD" smiles="[H]/N=C/C=C/[SiH3]" orbital_gap_ha=0.3821 e_lumo_ha=0.031 homo_ev=-9.5646
H 1.1261 3.9951 0.8491
N 0.5095 3.2334 0.6123
C 0.8616 2.0547 0.5830
C -0.1981 0.8356 0.1244
C 0.2651 -0.3408 -0.1984
Si -0.7989 -1.8779 -0.3379
H 1.9902 1.7880 0.6158
H -1.2619 1.0945 -0.1161
H 1.2762 -0.3519 0.0437
H -0.4172 -3.1154 -1.1380
H -2.2647 -1.3670 -0.7398
H -0.6149 -2.1943 1.1670

## b
12
Properties=species:S:1:pos:R:3 method="wB97M-V/def2-TZVPD" smiles=C[SiH](C)C#N orbital_gap_ha=0.4430 e_lumo_ha=0.023 homo_ev=-11.4434
C 0.1359 -1.7582 -0.3447
Si -0.4399 0.0074 0.1840
C 0.0140 1.5481 -0.8419
C 0.3976 0.2043 2.1442
N 0.6762 0.5615 3.1954
H 1.1477 -1.7640 -0.7591
H 0.0916 -2.3977 0.4703
H -0.5361 -2.1659 -1.2828
H -1.7777 0.1795 0.6260
H -0.7238 2.2056 -0.8456
H 0.8823 2.0036 -0.5455
H 0.1321 1.3758 -2.0002

Which one sits at the top of the stability order? b does.

## a
16
Properties=species:S:1:pos:R:3 method="wB97M-V/def2-TZVPD" smiles="[H]/N=C/NC.N#CON" orbital_gap_ha=0.3622 e_lumo_ha=0.026 homo_ev=-9.1569
H -2.0984 -1.0244 -1.4989
N -1.7143 -0.7439 -0.5914
C -0.9853 0.3046 -0.7317
N -0.4593 0.9444 0.3943
C 0.3038 2.1728 0.2946
H -0.8826 0.8679 -1.6711
H -0.7860 0.6132 1.2989
H -0.3380 3.0133 0.0230
H 1.0676 2.0600 -0.4801
H 0.8047 2.3818 1.2428
N 0.9664 -0.9979 2.2762
C 1.1111 -0.8665 1.1317
O 1.4277 -1.1493 -0.2562
N 0.8448 -2.3999 -0.7228
H 0.8903 -3.0273 0.0825
H -0.1527 -2.1490 -0.7918

## b
16
Properties=species:S:1:pos:R:3 method="wB97M-V/def2-TZVPD" orbital_gap_ha=0.3439 e_lumo_ha=0.028 homo_ev=-8.5822
H 1.0700 2.6074 1.3264
N 0.7326 1.8136 0.6743
C -0.7320 1.8747 0.6375
N -1.2683 0.9397 -0.3102
C -0.4263 -0.2455 -0.2569
N 0.7375 -0.5676 -0.6289
N 1.8027 0.1372 -1.4325
O -0.8528 -1.2387 0.4638
C -0.1456 -2.3372 0.8931
H -1.6586 2.6341 0.9991
H -2.1805 0.8121 -0.3402
H 1.9917 -0.8314 -2.1110
H 1.3378 0.8282 -2.2527
H 0.0652 -3.0740 -0.0704
H -0.7664 -2.9395 1.5172
H 0.7550 -2.1403 1.4598

## c
16
Properties=species:S:1:pos:R:3 method="wB97M-V/def2-TZVPD" orbital_gap_ha="0.2569 / 0.2721" e_lumo_ha="0.013 / 0.026" homo_ev="-6.6454 / -6.6851"
C 0.7129 -1.0149 -1.2585
N 0.8374 1.5600 0.0368
C -0.3079 0.8434 0.1262
C -0.2438 -0.4963 -0.2372
N -1.4148 1.3123 0.8453
N -1.2676 -1.3576 0.1644
N 1.7705 0.4401 1.0898
O 2.7257 -0.0444 0.6347
H 0.7891 2.4919 0.4383
H -2.3256 0.9148 0.6579
H -1.4081 2.3009 1.0461
H -1.1181 -2.3292 -0.0606
H -1.6480 -1.1673 1.0825
H 1.2132 -0.1979 -1.7731
H 0.1884 -1.6274 -1.9978
H 1.4968 -1.6283 -0.7949

Which one sits at the top of the stability order? c does.